(1)
Density functional theory data (ωB97M-V/def2-TZVPD) for a cluster of 7 separate species, C37H26BClNO26 in total.

Last column: Löwdin charge in e.
Element x y z (Å)
N -1.70373 -7.09259 -4.77521  0.124
C -1.24472 -6.43422 -3.93823  -0.425
O -0.90350 -5.60932 -3.02608  -0.035
B 0.17520 -4.60434 -3.48345  -1.074
O -0.32603 -3.61934 -4.39564  -0.031
Cl 0.73756 -3.75443 -1.90002  0.596
H 1.09350 -5.23082 -3.96991  0.078
H -0.13147 -3.86221 -5.30320  0.066
C 6.14915 -1.88481 -2.94963  0.078
C 6.79081 -0.89506 -2.31997  -0.237
C 6.07015 0.07175 -1.43005  -0.295
O 6.73394 0.94134 -0.87256  0.062
C 4.64894 -0.05984 -1.27238  0.070
C 3.98083 -1.05096 -1.89761  -0.219
C 4.70443 -2.04628 -2.78034  -0.302
O 4.06557 -2.92489 -3.31042  0.139
O 2.68505 -1.19044 -1.76240  0.113
O 8.10578 -0.69079 -2.42911  0.103
H 6.65883 -2.58830 -3.59244  0.134
H 4.14329 0.65805 -0.64072  0.114
H 2.36104 -1.97063 -2.26905  0.050
H 8.30264 0.08292 -1.86778  0.115
C -4.80284 -3.33302 -0.76475  0.059
C -3.60939 -3.94070 -0.89238  -0.222
C -2.56535 -3.85786 0.19520  -0.299
O -1.50790 -4.42707 0.05171  0.093
C -2.88039 -3.06784 1.38656  0.085
C -4.06538 -2.46966 1.49208  -0.232
C -5.11157 -2.57434 0.42468  -0.315
O -6.17481 -2.00075 0.62091  0.085
O -4.41675 -1.72710 2.55320  0.060
O -3.29033 -4.62668 -1.97205  0.120
H -5.55800 -3.38223 -1.53204  0.125
H -2.12111 -2.99502 2.15285  0.135
H -5.32386 -1.41309 2.36281  0.124
H -2.36797 -4.96666 -1.88779  0.105
C -2.91658 3.20593 1.78623  0.033
C -2.96211 4.23678 2.63785  -0.281
C -3.21812 4.04542 4.10674  -0.351
O -3.22501 5.03963 4.81365  0.087
C -3.44682 2.70213 4.59727  0.062
C -3.40482 1.66150 3.74974  -0.225
C -3.12019 1.85202 2.27928  -0.315
O -3.07592 0.86663 1.57077  0.122
O -3.60558 0.41296 4.14332  0.114
O -2.78423 5.50077 2.26132  0.108
H -2.72960 3.33310 0.72928  0.146
H -3.64582 2.58000 5.65237  0.137
H -3.52634 -0.17183 3.35508  0.090
H -2.86438 6.03328 3.07658  0.116
C 5.52355 4.42944 2.46917  0.063
C 5.93293 3.27160 1.91989  -0.244
C 6.66558 2.23065 2.73690  -0.327
O 6.99579 1.19329 2.20226  0.120
C 6.94164 2.52863 4.13694  0.068
C 6.53240 3.68400 4.66803  -0.244
C 5.78247 4.70571 3.86517  -0.327
O 5.42880 5.72533 4.43700  0.088
O 6.74912 4.02057 5.94013  0.101
O 5.70666 2.98606 0.64937  0.105
H 4.99473 5.18089 1.89976  0.134
H 7.47768 1.78544 4.70985  0.135
H 6.34381 4.90245 6.05118  0.114
H 6.07288 2.09458 0.42806  0.075
C 0.62591 1.95105 2.05050  0.109
C 1.91093 1.60307 2.21093  -0.213
C 2.66688 1.91090 3.47647  -0.294
O 3.82599 1.54228 3.53804  0.116
C 1.98182 2.62731 4.53665  0.084
C 0.69829 2.97743 4.37427  -0.205
C -0.06584 2.64714 3.11794  -0.215
O -1.23436 2.98826 3.06376  0.016
O 0.00383 3.63426 5.29535  0.135
O 2.61001 0.96623 1.28235  0.121
H 0.07367 1.73188 1.14732  0.144
H 2.53910 2.85753 5.43392  0.138
H -0.89147 3.75469 4.92150  0.103
H 3.50296 0.83023 1.65692  0.116
C -6.19352 -1.28503 -4.47326  0.071
C -5.08099 -2.03478 -4.56892  -0.219
C -4.53303 -2.47106 -5.90576  -0.305
O -3.51726 -3.12950 -5.92165  0.139
C -5.26108 -2.07698 -7.10808  0.075
C -6.36744 -1.33461 -7.00152  -0.244
C -6.89756 -0.88031 -5.67103  -0.324
O -7.90509 -0.18987 -5.67181  0.086
O -7.08555 -0.93785 -8.05365  0.098
O -4.40158 -2.43390 -3.50821  0.108
H -6.59421 -0.96409 -3.52169  0.134
H -4.87159 -2.40659 -8.06084  0.134
H -7.82411 -0.41639 -7.68373  0.113
H -3.63882 -2.96099 -3.83376  0.128

## Properties
lowest unoccupied orbital energy = -0.0209 Eh
total charge = -1
energy = -3921.73266 a.u.
HOMO energy = -6.8 eV

(2)
Density functional theory data (ωB97M-V/def2-TZVPD) for a structure of composition C16H17AsNOReS4.

Last column: Löwdin charge in e.
Element x y z (Å)
Re 0.07994 0.82501 -1.02312  0.317
S 1.47812 1.69073 -2.45894  0.109
As 2.46171 2.73237 -0.43903  0.080
S 0.23231 -1.23082 -0.83098  0.175
S 1.04818 1.63101 0.96487  0.066
S 4.09665 3.80591 -0.28688  0.181
C -3.01967 -0.32543 0.58565  0.233
C -3.50171 0.69203 -0.17590  -0.194
C -4.92562 0.74965 -0.07193  0.000
C -5.63226 1.73204 -0.64115  -0.029
C -4.99881 2.65238 -1.47074  0.097
C -3.60265 2.62759 -1.61979  -0.199
C -2.82694 3.73780 -2.23430  -0.021
C -2.88207 1.69544 -0.94503  -0.205
N -1.44784 1.70946 -1.18256  -0.219
H -3.67136 -0.84411 1.25524  0.101
H 2.91056 -4.19677 -0.65575  0.118
H -1.97212 -0.51852 0.73454  0.014
H -5.57600 0.00145 0.37966  0.145
H -6.72886 1.69877 -0.54140  0.144
H -5.57984 3.36690 -2.05966  0.151
H -1.90220 3.87414 -1.65492  0.084
H -3.45053 4.64576 -2.23117  0.104
H -2.49867 3.57098 -3.25368  0.098
C 1.16349 -3.86344 1.81104  0.028
C 2.06649 -3.46937 0.78419  -0.303
O 2.18021 -4.39225 -0.10294  0.231
C 2.86891 -2.27647 0.77129  -0.242
C 3.75285 -1.98424 -0.23707  -0.007
C 4.74947 -1.04703 -0.05607  -0.005
C 4.67721 -0.28769 1.09386  -0.029
C 3.78156 -0.56081 2.13485  -0.040
C 2.86945 -1.57783 1.97528  -0.011
H 0.56994 -3.04954 2.22068  0.110
H 1.88855 -4.18746 2.60911  0.163
H 0.59001 -4.73297 1.48844  0.127
H 3.72088 -2.57862 -1.15425  0.138
H 5.51166 -0.81293 -0.77167  0.127
H 5.34934 0.46031 1.37304  0.106
H 3.86108 -0.03862 3.07046  0.125
H 2.30859 -1.92484 2.84673  0.133

## Properties
lowest unoccupied orbital energy = -0.3030 Eh
total charge = +2
energy = -4656.06545 a.u.
HOMO energy = -13.7 eV

(3)
Density functional theory data (ωB97M-V/def2-TZVPD) for a cluster of 2 separate species, H4NO2PS in total.

Last column: Löwdin charge in e.
Element x y z (Å)
N -1.86294 0.13534 0.67183  -0.174
O -0.29983 1.00691 -1.31669  -0.236
O -0.37331 -1.55405 -0.49465  -0.237
P -0.43612 -0.04799 -0.03013  0.537
S 2.43617 0.03931 0.22006  0.163
H -2.02204 1.07276 1.12549  0.011
H 0.59150 1.28965 -1.57499  0.033
H -0.97269 -2.26794 -0.16546  0.117
H 2.93926 0.32602 1.56455  -0.214

## Properties
lowest unoccupied orbital energy = -0.0699 Eh
total charge = 0
energy relative to the best compared isomer or geometry (same formula, charge and spin) = 80.0 kcal/mol
energy = -947.14069 a.u.
HOMO energy = -9.3 eV

(4)
Density functional theory data (ωB97M-V/def2-TZVPD) for the ion C3H8NO2 with charge +1.

Last column: Löwdin charge in e.
Element x y z (Å)
N -1.08330 -0.08005 1.39210  0.178
C -0.39200 -0.32568 0.08302  -0.247
C -0.18506 1.06792 -0.52107  -0.190
O -0.74926 1.97139 -0.03551  0.118
C 1.01338 -1.05654 0.10723  -0.153
O 1.32698 -1.23976 -1.31364  -0.041
H -2.14750 -0.40907 1.44642  0.240
H -0.99133 0.99464 1.55732  0.184
H -0.60022 -0.65460 2.14890  0.192
H -1.04260 -0.98747 -0.44328  0.153
H 0.36668 1.11502 -1.50746  0.170
H 1.66185 -0.26805 0.66983  0.165
H 0.82607 -2.04158 0.58789  0.134
H 2.27045 -1.15582 -1.42622  0.099

## Properties
lowest unoccupied orbital energy = -0.1497 Eh
SMILES string = [NH3+][C@@H](C=O)CO
total charge = +1
energy relative to the best compared isomer or geometry (same formula, charge and spin) = 57.6 kcal/mol
energy = -324.03548 a.u.
HOMO energy = -15.0 eV

(5)
Density functional theory data (ωB97M-V/def2-TZVPD) for the ion CH2NO3PS with charge -2.

Last column: Löwdin charge in e.
Element x y z (Å)
H 2.34459 -0.56368 0.86904  -0.037
N 1.54912 -0.63017 0.25418  -0.076
C 0.64567 0.25793 0.57056  -0.933
S 0.78317 1.65087 1.78903  0.043
P -1.03256 0.27779 -0.29673  0.163
O -1.34272 1.60523 -0.86478  -0.421
O -2.06127 -0.42850 0.52443  -0.433
O -0.72599 -0.77203 -1.60358  -0.250
H -0.16000 -1.39743 -1.24216  -0.055

## Properties
lowest unoccupied orbital energy = 0.2296 Eh
SMILES string = [H]/N=C(\[S-])[P@](=O)([O-])O
total charge = -2
energy relative to the best compared isomer or geometry (same formula, charge and spin) = 39.7 kcal/mol
energy = -1059.41135 a.u.
HOMO energy = 0.3 eV

(6)
Density functional theory data (ωB97M-V/def2-TZVPD) for a cluster of 2 separate species, C7H12O4Si in total.

Last column: Löwdin charge in e.
Element x y z (Å)
C -1.63966 -2.96508 0.18664  0.005
C -0.48220 -2.41881 -0.22535  -0.142
C -0.10603 -1.23331 0.51669  -0.103
C 0.90628 -0.40832 0.28348  -0.297
O 1.68608 -0.69582 -0.87661  -0.012
C 1.22613 0.75924 1.16149  -0.281
C 0.51297 1.35579 2.13573  0.062
C 2.18135 1.61958 0.33424  -0.077
H -2.05808 -3.94638 -0.29700  0.086
H -2.35640 -2.62365 0.99088  0.078
H 0.19287 -2.61248 -0.94266  0.072
H -0.68150 -0.76750 1.36170  0.126
H 1.26632 -0.60550 -1.72659  0.058
H 0.80998 2.33718 2.42107  0.054
H -0.25013 0.78179 2.64105  0.058
H 1.84207 1.85972 -0.67820  0.065
H 2.35123 2.53135 0.93718  0.074
H 3.18433 1.00624 0.20968  0.123
O -0.55367 -0.22750 -2.77058  -0.232
Si -1.09157 0.67989 -1.72293  0.234
O -0.45708 2.10049 -1.35371  -0.064
O -2.45007 0.68847 -0.81921  -0.121
H -0.85357 2.82551 -0.85275  0.096
H -3.17967 -0.04090 -0.91424  0.138

## Properties
lowest unoccupied orbital energy = -0.0015 Eh
SMILES string = C=C/C=C(\O)C(=C)C.O=[Si](O)O
total charge = 0
energy relative to the best compared isomer or geometry (same formula, charge and spin) = 66.2 kcal/mol
energy = -864.38183 a.u.
HOMO energy = -8.4 eV